Record 1
A structure of composition C2H4N2S2, computed with ωB97M-V with the def2-TZVPD basis set.

Calculated values
E_HOMO in eV: -7.8821
Molar mass in g/mol: 120.20
Max |F| in eV/A: 4.13

Last column: Mulliken charge in e.
Element x y z (Å)
1 H -1.463 1.242 2.011  0.42
2 S -0.260 -0.820 2.024  -0.17
3 H 0.084 2.207 -0.001  0.31
4 N 1.190 0.608 0.171  -0.40
5 H -0.345 -1.265 -1.273  0.27
6 C 0.211 1.331 0.661  -0.16
7 C -0.694 0.823 1.468  -0.31
8 N 0.474 -1.689 -0.764  -0.50
9 S 1.257 -0.842 0.540  0.27
10 H 0.286 -2.571 -0.429  0.26

***

Record 2
The molecule C2H4N2S2, computed with ωB97M-V with the def2-TZVPD basis set.

Calculated values
E_HOMO in eV: -8.4249
Molar mass in g/mol: 120.20
Max |F| in eV/A: 1.56
SMILES: C=NS/C=N\S

Last column: Mulliken charge in e.
Element x y z (Å)
1 C 1.769 -1.176 0.016  -0.29
2 H 2.798 -0.808 -0.101  0.23
3 H -1.238 -1.201 0.071  0.22
4 N -2.014 1.010 -0.021  -0.38
5 S -2.432 -0.627 -0.069  -0.10
6 N 0.688 -0.514 -0.101  -0.31
7 C -0.936 1.628 0.012  0.07
8 H 1.644 -2.225 0.146  0.25
9 S 0.770 1.202 -0.081  0.00
10 H -1.049 2.710 0.127  0.31

***

Record 3
The molecule C2H4N2S2, computed with ωB97M-V with the def2-TZVPD basis set.

Calculated values
E_HOMO in eV: -8.7712
Molar mass in g/mol: 120.20
Max |F| in eV/A: 4.14
SMILES: [S-][N+]1=NCSC1

Last column: Mulliken charge in e.
Element x y z (Å)
1 S -1.311 0.174 0.983  -0.16
2 C -0.909 -1.136 -0.382  -0.31
3 N 0.333 -0.797 -0.892  -0.57
4 H -1.662 -1.164 -1.157  0.30
5 H 1.041 1.203 1.376  0.31
6 H -0.797 -2.131 -0.014  0.29
7 N 0.894 0.221 -0.399  0.51
8 C 0.185 1.027 0.568  -0.37
9 S 2.489 0.552 -0.490  -0.25
10 H -0.262 2.051 0.406  0.26

***

Record 4
The ion C2H4N3 with charge +1, computed with ωB97M-V with the def2-TZVPD basis set.

Calculated values
E_HOMO in eV: -15.6476
Molar mass in g/mol: 70.08
Total charge: +1
Max |F| in eV/A: 3.42
SMILES: C=NN=[N+]=C

Last column: Mulliken charge in e.
Element x y z (Å)
1 C 0.922 -1.976 -0.572  -0.07
2 N 0.624 -0.745 -0.762  -0.18
3 H -0.559 1.434 2.390  0.29
4 C -0.464 1.775 1.278  -0.12
5 H 1.602 -2.417 -1.325  0.27
6 H -0.373 2.876 0.855  0.30
7 N -0.585 0.829 0.483  0.51
8 H 0.538 -2.768 0.032  0.30
9 N -0.710 -0.141 -0.134  -0.30

***

Number 1: lowest unoccupied orbital energy 0.576 eV, E_tot -984.400173 hartree. Number 2: lowest unoccupied orbital energy 0.489 eV, E_tot -984.412576 hartree. Number 3: lowest unoccupied orbital energy -0.654 eV, E_tot -984.381853 hartree. Number 4: lowest unoccupied orbital energy -5.804 eV, E_tot -242.429937 hartree.